Record 1
Entry from the OMol25 dataset: 2 unconnected molecules or ions with the total composition C3H7O2PS (the ωB97M-V functional and the def2-TZVPD basis).

Output
E_LUMO (alpha / beta): -0.30 / -1.84 eV
Maximum force: 3.43 eV/A
Kohn-Sham gap (alpha / beta): 8.418 / 7.194 eV
Total energy: -1008.41851 a.u.
HOMO level (alpha / beta): -8.721 / -9.034 eV
Total charge: 0

Last column: Löwdin charge in e.
Positions of all 14 atoms, in Å:
1 C 0.042 1.542 -0.841  -0.23
2 C 0.192 1.407 0.707  -0.20
3 C 1.069 -2.612 0.173  0.06
4 O -0.921 0.583 -1.241  -0.36
5 O -0.899 0.551 1.134  -0.33
6 P -1.432 -0.410 -0.041  0.36
7 S -3.387 -0.513 -0.079  0.25
8 H -0.485 2.571 -1.254  0.17
9 H 1.073 1.522 -1.231  0.11
10 H 1.223 1.093 0.795  0.11
11 H 0.165 2.441 1.042  0.12
12 H 0.648 -3.559 0.037  -0.04
13 H 1.941 -2.244 -0.395  0.01
14 H 0.768 -2.371 1.193  -0.02

---

Record 2
Entry from the OMol25 dataset: C3H7O2PS2 in the gas phase (the ωB97M-V functional and the def2-TZVPD basis).

Output
E_LUMO: 0.06 eV
Maximum force: 5.59 eV/A
Kohn-Sham gap: 8.305 eV
Total energy: -1406.67815 a.u.
HOMO level: -8.249 eV
Total charge: 0
Structure (SMILES): CO[P@@](=S)(S)C(C)=O

Last column: Löwdin charge in e.
Positions of all 15 atoms, in Å:
1 C -1.369 0.409 0.520  -0.50
2 C -2.531 0.497 -0.439  -0.04
3 C 1.745 -0.091 1.879  -0.09
4 O -1.247 0.777 1.677  0.04
5 O 1.132 -0.936 0.884  -0.43
6 P 0.314 -0.258 -0.237  0.22
7 S 1.175 1.780 -0.987  -0.01
8 S -0.051 -1.855 -1.420  0.53
9 H -2.877 -0.427 -0.634  0.03
10 H -3.289 1.143 -0.011  0.09
11 H -2.172 0.949 -1.372  0.09
12 H 1.559 -0.523 2.813  0.08
13 H 1.179 0.764 1.731  0.01
14 H 2.790 0.080 1.692  0.10
15 H 0.957 -2.633 -0.891  -0.11

---

Record 3
Entry from the OMol25 dataset: 2 unconnected molecules or ions with the total composition C3H7O2PS2 (the ωB97M-V functional and the def2-TZVPD basis).

Output
E_LUMO (alpha / beta): 0.53 / -2.59 eV
Maximum force: 2.79 eV/A
Kohn-Sham gap (alpha / beta): 8.520 / 5.802 eV
Total energy: -1406.61646 a.u.
HOMO level (alpha / beta): -7.986 / -8.392 eV
⟨S²⟩: 2.0351
Multiplicity: 3
Total charge: 0

Last column: Löwdin charge in e.
Positions of all 15 atoms, in Å:
1 C 2.128 1.648 1.908  -0.01
2 C 1.063 1.076 1.299  -0.61
3 C 0.332 -0.974 -1.656  -0.17
4 O -3.006 0.077 -0.258  -0.35
5 O -0.963 -0.592 -1.291  -0.45
6 P -1.895 -1.053 -0.045  0.26
7 S -3.055 -2.656 -0.326  0.19
8 S 0.716 -0.595 1.549  0.70
9 H 2.448 2.647 1.953  0.05
10 H 2.808 1.025 2.361  0.02
11 H 0.287 1.595 0.782  0.04
12 H 0.670 -2.034 -1.565  0.10
13 H 0.840 -0.307 -0.947  0.01
14 H 0.576 -0.479 -2.689  0.13
15 H -2.947 0.624 -1.074  0.09

---

These records have relative energy (zero: lowest compared OMol25 entry of this formula, charge and spin) values of 90.45; 23.16; 0.00 kcal/mol, in the order they appear.